No. 1
Density functional theory data (wB97M-V/def2-TZVPD) for a molecular structure, C2H3I3.

XYZ file:
```
8
Properties=species:S:1:pos:R:3:forces:R:3
C -1.012 -0.009 -0.032 3.66 -0.52 2.48
C 0.866 0.007 0.054 -4.50 0.64 -0.44
I 1.503 -1.929 0.429 0.28 -0.69 0.19
I 1.367 0.671 -1.878 0.46 0.17 -0.46
I 1.429 1.383 1.547 0.11 0.13 0.20
H -1.480 0.607 0.714 0.37 0.35 0.58
H -1.361 0.281 -0.940 -0.36 1.07 -2.90
H -1.312 -1.012 0.107 -0.04 -1.16 0.36
```
Positions in Å, forces in eV/Å.

The value obtained for the total energy is -26422.82294 eV. The value obtained for the HOMO-LUMO gap is 8.6 eV. The net charge is 0. Its relative energy (zero: lowest compared OMol25 entry of this formula, charge and spin) is 35.8 kcal per mole. As for the LUMO energy: -0.626 eV. As for the highest occupied orbital energy: -9.21 eV.

Okay, here come the natural (NBO) numbers, in e, for every atom: C -0.54; C -0.76; I 0.24; I 0.21; I 0.22; H 0.21; H 0.20; H 0.21

---

No. 2
Density functional theory data (wB97M-V/def2-TZVPD) for a molecular structure, C2H3INO3.

XYZ file:
```
10
Properties=species:S:1:pos:R:3:forces:R:3
C 0.559 0.489 -0.115 -2.87 -2.40 -0.08
C 1.349 1.661 -0.422 1.47 1.07 1.38
N -3.441 -2.557 0.813 0.37 0.26 -0.22
O -0.286 -0.252 0.044 1.81 1.64 -0.26
O 2.729 1.346 -0.376 0.09 -0.55 1.36
O -2.473 -1.845 0.714 -0.71 -0.52 -0.18
I 3.105 -0.392 0.631 -0.05 0.88 -0.30
H 0.896 2.455 0.332 1.18 -1.14 -1.35
H 1.349 1.932 -1.460 -1.60 0.52 -0.74
H -3.787 -2.837 -0.160 0.30 0.24 0.40
```
Positions in Å, forces in eV/Å.

The value obtained for the total energy is -17842.08817 eV. The value obtained for the HOMO-LUMO gap is 5.4 eV. The net charge is +1. Its relative energy (zero: lowest compared OMol25 entry of this formula, charge and spin) is 31.6 kcal per mole. As for the LUMO energy: -7.013 eV. As for the highest occupied orbital energy: -12.38 eV.

natural (NBO) population analysis, charges in e, atoms 1 to 8: C 0.86; C -0.26; N 0.03; O -0.21; O -0.63; O -0.29; I 0.61; H 0.30